No. 1
Computed, not measured: C5H8N2S in the gas phase in a non-equilibrium geometry, with wB97M-V/def2-TZVPD.

Computed properties:
* gap between HOMO and LUMO: 8.79 eV
* net charge: 0
* structure (SMILES): [H]/N=C(\NS)C(=C)C=C
* E_LUMO: 0.35 eV
* HOMO level: -8.4420 eV
* relative energy (zero: lowest compared OMol25 entry of this formula, charge and spin): 5.053 eV

Positions of all 16 atoms, in Å:
H -0.07 -3.04 0.52
N -0.60 -2.24 0.24
C 0.24 -1.21 -0.11
N 1.58 -1.17 0.16
S 2.62 0.02 -0.53
C -0.48 -0.05 -0.32
C -1.73 -0.45 -0.92
C -0.41 1.14 0.44
C -0.22 2.36 0.01
H 2.05 -1.98 0.72
H 2.22 0.86 0.54
H -2.21 -1.47 -1.28
H -2.65 0.27 -0.79
H -0.21 1.07 1.61
H -0.18 2.69 -1.06
H 0.04 3.20 0.76

Here are the Löwdin charges for atoms 1 to 8, given in e: H 0.013; N 0.092; C -0.509; N -0.400; S 0.745; C -0.351; C 0.096; C -0.243


No. 2
Computed, not measured: C4H9N3 in the gas phase in a non-equilibrium geometry, with wB97M-V/def2-TZVPD.

Computed properties:
* gap between HOMO and LUMO: 9.41 eV
* net charge: 0
* structure (SMILES): CN=C=N[C@H](C)N
* E_LUMO: 0.68 eV
* HOMO level: -8.7297 eV
* relative energy (zero: lowest compared OMol25 entry of this formula, charge and spin): 2.145 eV

Positions of all 16 atoms, in Å:
C 2.93 -1.58 1.39
N 1.69 -1.32 0.71
C 0.78 -0.72 0.12
N -0.21 -0.39 -0.63
C -1.38 0.44 -0.33
C -1.96 0.93 -1.68
N -1.11 1.46 0.63
H 2.66 -1.77 2.43
H 3.68 -0.88 1.24
H 3.27 -2.54 0.92
H -2.20 -0.18 0.12
H -1.95 0.00 -2.34
H -1.45 1.76 -2.15
H -2.99 1.25 -1.59
H -0.07 1.58 0.56
H -1.22 1.07 1.58

Here are the Löwdin charges for atoms 1 to 8, given in e: C -0.100; N 0.034; C -0.168; N 0.075; C -0.531; C -0.076; N 0.021; H 0.081


No. 3
Computed, not measured: a molecular structure, C14H15F4N3O2Ta, with wB97M-V/def2-TZVPD.

Computed properties:
* gap between HOMO and LUMO (alpha / beta): 6.29 / 6.29 eV
* net charge: +3
* E_LUMO (alpha / beta): -12.93 / -12.93 eV
* HOMO level (alpha / beta): -19.2227 / -19.2228 eV

Positions of all 39 atoms, in Å:
Ta -0.07 0.05 0.09
C 2.99 0.54 0.16
N 1.76 0.71 -0.69
C 2.01 0.10 -2.05
C 1.39 2.19 -0.77
C 0.07 2.40 -1.52
N -0.85 1.29 -1.17
C -2.02 1.04 -1.90
C -2.50 -0.26 -1.75
F -1.65 -1.04 -0.88
C -3.63 -0.77 -2.32
F -4.00 -2.00 -2.13
C -4.35 0.11 -3.14
C -3.91 1.41 -3.32
F -4.58 2.23 -4.08
C -2.75 1.90 -2.71
F -2.36 3.14 -2.88
H 3.84 1.01 -0.35
H 2.84 1.02 1.13
H 3.20 -0.52 0.29
H 2.89 0.57 -2.49
H 2.21 -0.96 -1.93
H 1.16 0.26 -2.71
H 1.34 2.57 0.25
H 2.20 2.72 -1.28
H -0.36 3.36 -1.22
H 0.19 2.40 -2.60
H -5.25 -0.23 -3.63
O 0.13 2.81 2.93
C 0.08 1.66 3.13
C 0.01 0.78 4.35
C -0.01 -0.68 3.87
C 0.00 -0.58 2.40
O -0.14 -1.49 1.50
N 0.12 0.69 1.92
H -0.89 1.05 4.92
H 0.86 1.02 4.98
H -0.89 -1.26 4.18
H 0.85 -1.27 4.19

Here are the Löwdin charges for atoms 1 to 8, given in e: Ta 2.087; C -0.003; N -0.408; C 0.005; C -0.120; C -0.117; N -0.127; C -0.139


No. 4
Computed, not measured: 2 unconnected molecules or ions with the total composition C3H7ClSi in a non-equilibrium geometry, with wB97M-V/def2-TZVPD.

Computed properties:
* gap between HOMO and LUMO (alpha / beta): 7.91 / 7.42 eV
* net charge: 0
* multiplicity: 3
* E_LUMO (alpha / beta): 0.82 / -2.58 eV
* HOMO level (alpha / beta): -7.0897 / -10.0011 eV
* relative energy (zero: lowest compared OMol25 entry of this formula, charge and spin): 0.000 eV

Positions of all 12 atoms, in Å:
C 0.17 -1.38 -0.58
C -0.76 -0.58 -0.14
C -0.92 -0.19 1.32
Si 2.25 2.10 -1.02
Cl 0.52 3.02 -1.70
H 0.44 -1.47 -1.64
H 1.04 -1.56 0.10
H -0.15 -0.81 2.02
H -1.86 -0.42 1.73
H -0.69 0.89 1.43
H 1.53 0.81 -0.65
H -1.56 -0.41 -0.87

Here are the Löwdin charges for atoms 1 to 8, given in e: C -0.085; C -0.286; C -0.106; Si 0.206; Cl 0.007; H 0.068; H 0.066; H 0.124


No. 5
Computed, not measured: C5H10O in the gas phase in a non-equilibrium geometry, with wB97M-V/def2-TZVPD.

Computed properties:
* gap between HOMO and LUMO: 10.75 eV
* net charge: 0
* structure (SMILES): C[C@H]1OC1(C)C
* E_LUMO: 1.03 eV
* HOMO level: -9.7284 eV
* relative energy (zero: lowest compared OMol25 entry of this formula, charge and spin): 1.546 eV

Positions of all 16 atoms, in Å:
C 1.41 0.81 -1.48
C 0.05 0.26 -1.02
O 0.05 -1.16 -0.85
C -0.32 -0.36 0.26
C -1.81 -0.59 0.54
C 0.54 -0.18 1.46
H 1.78 0.42 -2.45
H 2.18 0.56 -0.75
H 1.37 1.90 -1.59
H -0.86 0.77 -1.26
H -2.43 -0.60 -0.38
H -1.91 -1.60 0.97
H -2.27 0.11 1.25
H 0.10 0.61 2.10
H 1.54 0.14 1.17
H 0.58 -1.11 2.02

Here are the Löwdin charges for atoms 1 to 8, given in e: C -0.023; C -0.275; O 0.010; C -0.539; C -0.017; C -0.011; H 0.085; H 0.063


No. 6
Computed, not measured: 6 unconnected molecules or ions with the total composition C2H17N2O5 in a non-equilibrium geometry, with wB97M-V/def2-TZVPD.

Computed properties:
* gap between HOMO and LUMO: 9.19 eV
* net charge: +1
* E_LUMO: -2.66 eV
* HOMO level: -11.8468 eV
* relative energy (zero: lowest compared OMol25 entry of this formula, charge and spin): 0.916 eV

Positions of all 26 atoms, in Å:
C 0.91 -0.75 1.95
C -0.08 -0.03 1.36
N -1.46 -0.40 1.41
N 2.22 -0.40 1.78
H 0.78 -1.62 2.57
H 0.14 0.84 0.74
H -1.76 -0.88 0.50
H -1.71 -1.02 2.21
H -2.05 0.50 1.47
H 2.49 0.27 1.06
H 2.99 -0.95 2.16
H -1.87 -1.55 -2.07
H -0.50 -1.42 -1.34
O -1.41 -1.06 -1.38
H -2.53 2.82 0.60
H -1.61 1.92 -0.26
O -2.34 1.94 0.44
H 1.64 -2.31 -1.86
H 1.57 -0.98 -1.01
O 1.14 -1.84 -1.21
H -0.75 1.86 -2.35
H -0.92 0.56 -1.53
O -0.55 1.49 -1.49
H 2.60 1.12 -1.64
H 1.08 1.17 -1.13
O 1.98 0.71 -0.98

Here are the Löwdin charges for atoms 1 to 8, given in e: C -0.149; C -0.158; N 0.126; N 0.082; H 0.128; H 0.097; H 0.136; H 0.187


No. 7
Computed, not measured: 2 unconnected molecules or ions with the total composition C4H7NO2 in a non-equilibrium geometry, with wB97M-V/def2-TZVPD.

Computed properties:
* gap between HOMO and LUMO (alpha / beta): 8.02 / 8.02 eV
* net charge: 0
* E_LUMO (alpha / beta): -0.14 / -0.14 eV
* HOMO level (alpha / beta): -8.1563 / -8.1568 eV
* relative energy (zero: lowest compared OMol25 entry of this formula, charge and spin): 6.427 eV

Positions of all 14 atoms, in Å:
O 2.05 -0.42 -0.08
C 1.23 0.63 -0.48
C -0.12 0.52 0.24
C -0.37 -0.73 1.17
N -0.20 0.58 1.71
C -1.29 0.82 -0.38
O -2.29 1.10 -0.91
H 1.48 -0.99 0.49
H 1.68 1.60 -0.22
H 1.05 0.61 -1.56
H -0.12 -1.84 -1.36
H -1.41 -1.09 1.18
H -1.04 1.06 2.06
H -0.66 -1.84 -1.87

Here are the Löwdin charges for atoms 1 to 8, given in e: O -0.080; C -0.228; C -0.459; C -0.067; N 0.048; C -0.043; O 0.243; H 0.051


No. 8
Computed, not measured: a molecular structure, C4H16IMnO6 in a non-equilibrium geometry, with wB97M-V/def2-TZVPD.

Computed properties:
* gap between HOMO and LUMO (alpha / beta): 7.68 / 7.72 eV
* net charge: +1
* multiplicity: 6
* E_LUMO (alpha / beta): -3.37 / -3.36 eV
* HOMO level (alpha / beta): -11.0478 / -11.0890 eV
* relative energy (zero: lowest compared OMol25 entry of this formula, charge and spin): 0.000 eV

Positions of all 28 atoms, in Å:
Mn 14.00 2.49 26.36
I 15.37 0.75 28.03
O 15.54 2.84 24.90
H 15.75 3.65 24.42
H 16.03 2.13 24.47
O 13.50 0.72 25.07
H 13.65 -0.19 25.34
H 13.45 0.73 24.10
C 15.62 6.42 28.13
C 15.60 5.37 27.06
O 14.64 4.35 27.40
O 16.10 5.93 29.36
H 14.59 6.74 28.31
H 16.18 7.29 27.77
H 16.58 4.90 26.95
H 15.30 5.83 26.12
H 14.73 4.18 28.35
H 16.98 5.56 29.25
C 11.15 3.20 25.55
C 11.05 3.00 27.03
O 12.22 2.31 27.54
O 12.52 3.57 25.17
H 10.48 4.01 25.27
H 10.87 2.31 24.98
H 10.15 2.42 27.24
H 10.93 3.96 27.54
H 12.14 2.27 28.50
H 12.49 3.89 24.26

Here are the Löwdin charges for atoms 1 to 8, given in e: Mn 0.529; I 0.042; O -0.072; H 0.089; H 0.095; O -0.099; H 0.070; H 0.082


No. 9
Computed, not measured: C2H2N4S in the gas phase in a non-equilibrium geometry, with wB97M-V/def2-TZVPD.

Computed properties:
* gap between HOMO and LUMO: 8.19 eV
* net charge: 0
* structure (SMILES): SC=C1N=NN=N1
* E_LUMO: -1.76 eV
* HOMO level: -9.9533 eV
* relative energy (zero: lowest compared OMol25 entry of this formula, charge and spin): 1.368 eV

Positions of all 9 atoms, in Å:
S -0.63 -2.22 -0.06
C 0.56 -1.06 0.42
C 0.38 0.25 0.09
N -0.84 0.81 -0.03
N -0.78 2.01 -0.21
N 0.66 2.32 -0.27
N 1.37 1.31 0.07
H 0.20 -3.30 0.15
H 1.46 -1.48 0.77

Here are the Löwdin charges for atoms 1 to 8, given in e: S 0.837; C -0.380; C -0.478; N -0.013; N 0.018; N -0.026; N 0.064; H -0.086